Computed, not measured: an isolated molecule of C5H8I2, with wB97M-V/def2-TZVPD.

Energy in eV: -21514.174
SMILES: C[C@]1(I)C[C@]1(C)I
LUMO level in eV: 0.0
Frontier orbital gap in eV: 9.26

Positions of all 15 atoms, in Å:
C (-0.785, 1.836, 0.378)
C (0.190, 0.713, 0.103)
I (2.148, 1.189, 1.004)
C (0.145, 0.054, -1.275)
C (-0.222, -0.738, 0.014)
C (0.626, -1.918, 0.397)
I (-2.305, -1.082, 0.262)
H (-1.077, 1.630, 1.459)
H (-1.738, 1.819, -0.290)
H (-0.326, 2.949, 0.220)
H (-0.477, 0.450, -2.127)
H (1.063, -0.318, -1.625)
H (0.470, -2.239, 1.485)
H (1.771, -1.498, 0.310)
H (0.518, -2.847, -0.316)